The following is a quantum chemistry calculation of a structure of composition C37H48ClN8O7P2Re, from OMol25.

```
! RIJCOSX wB97M-V def2-TZVPD def2/J DEFGRID3
* xyz 3 4
Re -4.618 2.039 19.256
Cl -7.965 0.156 25.273
C -6.868 0.458 24.038
C -5.786 1.402 24.332
C -4.925 1.777 23.382
C -5.022 1.244 22.070
O -4.171 1.611 21.117
C -6.075 0.339 21.781
C -6.197 -0.266 20.469
N -5.657 0.257 19.419
C -5.470 -0.496 18.247
C -6.334 -1.379 17.696
C -5.891 -2.256 16.674
C -4.692 -2.146 16.049
C -3.810 -1.115 16.487
C -2.483 -0.958 15.984
C -1.702 0.029 16.576
C -2.209 0.855 17.631
N -3.458 0.765 18.025
C -4.255 -0.300 17.566
C -6.989 -0.043 22.779
H -5.746 1.993 25.249
H -4.273 2.581 23.541
H -6.779 -1.194 20.338
H -7.399 -1.504 18.073
H -6.560 -3.023 16.344
H -4.361 -2.933 15.287
H -2.076 -1.682 15.266
H -0.713 0.109 16.309
H -1.533 1.620 18.064
H -7.814 -0.719 22.473
N -2.149 3.652 21.088
C -2.300 4.186 19.907
N -1.454 5.112 19.537
C -1.617 5.719 18.380
N -0.822 6.746 18.073
N -2.574 5.347 17.512
C -3.294 4.362 17.825
N -3.253 3.709 19.021
C -4.331 3.840 16.899
C -4.480 4.320 15.601
C -5.488 3.750 14.739
C -6.294 2.763 15.284
C -6.036 2.254 16.535
N -5.081 2.808 17.328
H -1.329 3.955 21.637
H -2.791 2.981 21.436
H -0.082 7.109 18.675
H -0.776 7.214 17.194
H -3.878 5.126 15.186
H -5.509 4.007 13.682
H -7.089 2.356 14.620
H -6.595 1.419 16.923
C -10.470 3.762 22.287
C -9.153 4.482 22.428
C -8.559 4.715 23.811
O -8.121 3.537 21.734
P -7.600 3.750 20.316
O -6.261 3.057 20.010
C -8.831 3.356 19.053
P -9.511 1.674 18.777
O -8.540 0.608 18.779
O -10.251 1.881 17.461
C -11.689 1.738 17.152
C -12.448 2.950 17.647
C -11.760 1.567 15.643
O -10.597 1.614 19.865
C -11.035 0.406 20.600
C -12.545 0.503 20.705
C -10.390 0.365 21.950
O -7.460 5.292 20.039
C -6.140 6.011 20.055
C -6.160 7.116 19.011
C -5.923 6.603 21.447
H -11.236 4.287 22.877
H -10.301 2.789 22.698
H -10.896 3.750 21.299
H -9.138 5.376 21.808
H -8.387 3.745 24.279
H -9.371 5.292 24.280
H -7.717 5.324 23.854
H -8.578 3.789 18.108
H -9.768 3.914 19.349
H -12.091 0.847 17.567
H -11.860 3.863 17.414
H -12.751 3.083 18.688
H -13.341 3.025 17.043
H -11.838 2.528 15.202
H -12.622 0.970 15.429
H -10.913 0.998 15.326
H -10.767 -0.426 19.971
H -12.694 1.327 21.378
H -12.939 -0.391 21.197
H -13.147 0.646 19.855
H -10.793 1.093 22.658
H -9.398 0.695 21.839
H -10.384 -0.631 22.426
H -5.332 5.284 19.864
H -6.913 7.788 19.300
H -6.498 6.748 18.026
H -5.165 7.507 18.973
H -6.723 7.300 21.631
H -4.977 7.203 21.470
H -5.877 5.788 22.219
*
```

- <S²>: 3.772
- Relative energy (zero: lowest compared OMol25 entry of this formula, charge and spin): 133.59 kJ/mol
- Total energy: -98616.3788 eV
- Frontier orbital gap (spin up / spin down): 6.99 / 6.13 eV
- E_HOMO (spin up / spin down): -15.35 / -15.58 eV
- LUMO energy (spin up / spin down): -8.36 / -9.45 eV